No. 1
# C38H74BrN6O5P2S2Si

A structure of composition C38H74BrN6O5P2S2Si at a distorted geometry (ωB97M-V/def2-TZVPD, the OMol25 dataset).

```
129
Properties=species:S:1:pos:R:3:forces:R:3
C 4.26210 3.98134 -4.08661 0.2 0.0 -0.1
H 4.17458 4.95785 -3.60681 -0.1 0.0 0.0
N 1.79299 5.14201 -6.22950 0.1 0.1 -0.3
H 1.95886 -2.61334 4.83889 0.4 0.3 0.2
C 0.69208 -8.54024 4.19539 -0.4 -0.1 0.3
H -2.69602 2.58895 3.86157 0.1 -0.2 0.3
H 1.96824 4.38223 1.87306 -0.1 0.3 -0.1
H 0.90713 1.40517 2.91118 -0.3 0.0 0.1
C 2.77880 -8.06798 2.97074 0.1 0.2 0.0
H -1.13262 6.40400 -4.32705 -0.2 0.2 0.0
H -1.02359 3.42626 -0.16039 -0.1 -0.2 0.5
H -2.64986 6.45063 -2.05004 -0.2 0.3 0.0
C -0.35926 2.91237 -0.84683 0.2 0.6 -1.1
O -0.15021 -2.61101 -1.00394 0.5 0.2 0.4
C -2.12003 -6.08788 -1.85320 -0.2 -0.1 -0.1
H -2.82777 2.02811 0.07301 0.0 0.2 -0.1
H 2.20300 3.43111 -3.65520 -0.1 0.0 -0.1
H 3.52000 -6.03493 2.95487 0.0 0.0 0.0
H 4.91491 4.80347 -5.98927 0.0 0.0 0.0
H -2.17764 -6.52872 -0.85612 0.1 0.1 0.0
C 2.92634 3.88486 1.98312 -0.8 -0.3 -0.3
C -2.22326 5.61886 -1.50904 0.6 -1.0 -0.2
H 0.85278 -8.58896 2.11725 0.0 0.0 0.0
H -2.53124 0.43588 -0.62852 0.0 0.0 -0.1
S 2.47677 -1.22665 3.08085 1.4 0.8 2.1
C 0.15484 -6.98798 -2.18590 0.3 -0.2 0.0
H -8.72362 0.37752 -0.01748 0.1 0.0 -0.1
C -8.74335 -0.85108 1.74519 0.0 0.0 0.0
H 5.61348 0.73867 0.69806 0.2 0.1 0.0
C 2.71211 2.46335 2.56068 -0.2 0.9 0.6
H 3.55819 2.42253 -1.14097 0.0 0.2 -0.2
N 0.43161 1.13537 -3.34471 1.5 -1.9 3.4
H 1.95776 -6.23514 2.15081 0.0 0.0 0.0
H -3.41803 4.48175 3.04896 -0.1 0.2 0.2
O 1.18133 0.13588 -1.20336 0.3 0.5 -0.6
C -3.22546 3.80045 2.22958 -0.3 -0.2 0.4
H -2.90549 2.82825 -2.93029 -0.1 -0.3 0.1
C 1.69812 -2.65884 3.79151 -0.5 -0.1 -0.6
H -3.59313 1.69889 2.69923 -0.1 -0.1 -0.2
H 6.22563 4.39389 -4.89326 0.0 0.0 0.0
C -1.50830 0.76643 1.29874 -0.7 0.7 -0.2
O 0.09044 3.87504 -1.79259 -0.3 -0.2 -0.1
H -0.78697 -2.18701 -1.58830 -0.1 -0.1 -0.4
H -0.24115 -5.08851 -1.44853 0.1 0.0 -0.1
H -0.91887 2.82043 1.89069 0.3 0.0 -0.2
H 4.65574 3.29007 -3.33656 -0.1 0.1 -0.1
O 2.17010 -0.11315 3.94229 -0.9 -0.2 -0.4
C 5.24547 4.07630 -5.24767 0.0 0.0 0.1
Br -0.22104 -4.43924 1.38404 -0.1 0.4 -0.1
H -8.31741 -1.78605 2.11374 0.0 0.0 0.0
H 3.51704 4.49759 2.64762 0.3 0.1 0.1
H 3.81699 0.69858 2.19399 -0.2 -0.5 0.0
H -3.57693 0.60991 0.74417 -0.4 0.0 0.1
H -1.69968 2.70281 -4.24493 0.2 -0.3 0.0
H 0.62106 -2.61595 3.73284 -0.3 0.1 -0.1
O 3.89573 -1.48703 3.03440 0.2 -0.4 -0.8
H 2.06096 -6.24870 3.91679 0.0 0.0 0.0
C -8.27420 -0.55562 0.32515 -0.2 -0.1 0.2
H 3.88499 1.84652 0.96754 -0.2 0.0 -0.5
C 0.81721 0.65106 -2.32683 -1.5 1.8 -3.3
H 5.36240 3.11122 -5.74396 0.0 0.0 0.0
H 5.00043 1.66808 -1.71574 0.3 -0.2 0.2
N -5.82137 1.47654 1.70338 -0.2 -0.3 -0.2
H 2.05262 -3.57269 3.34141 0.2 -0.1 -0.2
H -6.45580 -0.26279 -0.82277 0.1 0.0 0.0
H 2.93329 2.50780 -4.97265 0.0 0.0 0.0
Si -1.15386 4.59600 -2.68182 -0.2 0.9 -0.7
H 1.74626 2.76282 -0.70688 0.0 0.0 -0.3
C 3.93393 1.51216 -1.59910 0.0 0.2 0.9
H -6.28213 -1.39717 0.51862 0.0 0.0 0.0
H -0.70741 -0.21883 -0.28672 0.1 0.2 -0.5
C 0.31602 -1.11748 1.35676 0.5 2.3 -1.1
C -2.24072 3.37529 -3.59219 0.1 0.2 0.3
C 1.36222 2.31145 3.27295 0.5 0.0 -0.8
C 5.27893 -0.18528 0.23274 -0.5 1.1 0.9
H 3.70267 -2.64736 1.08564 0.0 0.4 0.1
H 1.64875 -9.91917 2.95606 -0.1 0.0 0.0
H -2.68230 -5.15092 -1.82132 0.1 0.0 0.0
C -2.66927 0.98276 0.30387 0.4 -0.1 -0.2
C -6.74775 -0.46005 0.20917 -0.2 0.1 0.0
H 3.36672 3.87123 0.99017 0.3 0.1 -0.1
H -0.94497 1.58079 3.15786 0.5 0.1 0.0
H 3.53380 1.37384 -2.59239 -0.5 0.0 -0.1
C 1.45938 -8.84689 2.98667 0.2 0.1 0.1
H 5.96801 -0.40601 -0.57410 0.0 -0.2 -0.4
C -0.24848 0.17584 0.60759 0.3 -0.6 0.6
H -9.82811 -0.94060 1.77595 0.0 0.0 0.0
N 2.30461 0.44129 0.75853 -0.3 -0.6 -0.1
H -1.87917 -0.04667 1.91706 0.2 -0.4 0.1
C -1.43076 1.94842 2.26547 -0.9 -0.7 0.9
H 5.32455 -0.95054 0.99657 -0.1 -0.3 0.0
C -6.22534 0.61870 1.05004 0.2 0.3 0.2
H -0.58343 -5.29878 -3.16813 0.0 0.0 0.0
C 2.56416 -6.55966 2.99857 0.1 0.1 0.0
C -2.76981 -7.03046 -2.85999 0.0 0.0 0.0
C 2.27449 4.41519 -5.48602 0.1 -0.3 0.0
H -0.95096 2.17311 -1.38056 0.0 -0.4 0.2
H -2.73680 -6.61284 -3.86777 0.0 0.0 0.0
C 1.86822 -0.92983 1.34386 0.2 -2.2 1.2
H -0.09126 -0.95363 2.34708 0.2 -0.6 0.5
H -3.00997 4.98749 -1.10692 -0.3 0.1 0.2
C -2.80336 2.43571 2.79583 0.3 0.5 -0.1
H 0.71710 3.15005 3.05688 -0.1 0.2 0.0
C 3.17640 1.34608 1.61235 0.3 1.0 1.2
H -4.15508 3.74916 1.67864 -0.1 0.0 -0.4
S 2.45907 -2.51039 0.59665 0.0 0.2 -0.7
H 3.42330 2.45639 3.37675 0.5 -0.6 0.0
C 2.87191 3.49793 -4.51750 0.2 0.1 0.2
H 3.33559 -8.34138 2.07366 0.0 -0.1 0.0
H 0.92791 2.90261 0.78868 0.2 -0.3 0.5
P -0.72030 -2.43518 0.51638 -1.0 -0.5 0.6
H -1.60039 5.96462 -0.69148 0.0 0.3 0.2
C 1.00910 0.91986 0.05438 -0.6 -1.0 0.0
C -0.65773 -5.77095 -2.18703 -0.2 -0.1 0.1
H -2.43326 4.26328 1.65198 0.0 0.1 -0.4
H -8.46218 -0.05275 2.43315 0.0 0.0 0.0
H 0.06928 5.22555 -4.77051 0.0 -0.1 -0.1
H 3.38855 -8.35953 3.82690 0.0 -0.1 0.0
P 3.65352 -0.01561 -0.59970 0.6 -1.5 -2.0
C 0.89607 2.37924 -0.15607 0.0 0.8 0.2
N 0.79025 -7.94737 -2.16476 -0.2 0.3 0.0
H -2.88898 3.96695 -4.23378 -0.1 0.2 -0.1
H -2.27129 -7.99981 -2.87581 0.0 0.0 0.0
C -0.37832 5.73448 -3.92937 0.1 -0.2 0.5
H 1.47746 2.20812 4.34004 0.0 0.0 0.2
N 0.08758 -8.29840 5.14439 0.2 0.0 -0.3
H 0.39639 6.34635 -3.47267 0.1 0.2 0.1
H -3.81380 -7.20447 -2.60155 0.0 0.0 0.0
H -8.62461 -1.34332 -0.34292 0.1 0.0 -0.1
```
Forces are in eV/Å.

HOMO level in hartree: -0.4336
Total charge: +1
Multiplicity: 1
ΔE to the lowest compared entry with this formula, charge and spin in kJ/mol: 0.0
HOMO-LUMO gap in hartree: 0.3252
Molecular weight in g/mol: 929.1

---

No. 2
# C11H15NPPm

A structure of composition C11H15NPPm at a distorted geometry (ωB97M-V/def2-TZVPD, the OMol25 dataset).

```
29
Properties=species:S:1:pos:R:3:forces:R:3
Pm 0.83344 1.34112 -0.52361 0.6 1.4 -1.2
C 1.02018 4.19272 -0.42295 0.2 0.9 -0.6
H -2.46364 -2.12163 0.07204 0.5 -0.2 0.1
C 0.82749 4.13866 -1.84500 0.2 -0.4 0.2
C -1.38863 -3.68497 1.13719 0.3 -0.2 0.3
C -1.48973 -2.56987 0.31052 0.1 -0.2 0.0
H 0.72356 3.62940 1.59029 0.0 0.3 -0.2
H 0.12620 -1.04350 -1.99414 -0.3 -0.1 0.2
H 1.84055 -2.08891 -0.38279 -0.4 -0.2 0.2
C -0.32258 -2.04633 -0.24455 -0.2 0.8 -0.8
C 0.94329 -2.55019 0.04951 -0.2 -0.5 0.4
H 1.17034 5.02856 -2.40034 0.0 -0.7 0.2
N -0.39853 -0.91208 -1.13004 -0.4 -0.3 0.1
H -2.28963 -4.13021 1.57292 0.4 0.2 -0.2
C 1.03623 -3.65979 0.89492 -0.5 0.0 0.0
C -0.13209 -4.23996 1.42357 0.2 0.2 -0.1
H -0.10904 1.60035 3.23337 0.0 -0.3 -0.6
P -0.14998 0.63696 2.16994 -0.2 -0.3 1.5
H 0.00843 3.39774 -3.66470 0.1 0.1 0.4
H -0.05567 -5.11870 2.06961 0.0 0.3 -0.2
C -0.52600 2.01394 -2.16621 -0.5 -1.2 1.1
H 2.01373 -4.07084 1.14235 -0.2 0.0 -0.1
H 1.52393 5.10600 -0.06808 -0.1 -0.1 -0.3
C 0.63578 3.31270 0.54502 -0.7 -1.3 1.2
C 0.09924 3.15453 -2.58731 0.3 1.4 -0.8
H -1.35421 -0.62756 -1.37748 0.6 -0.2 0.2
H 0.54377 -0.37378 2.93818 -0.3 0.3 -0.4
H -1.45181 0.15464 2.52195 0.4 0.1 -0.2
H -1.21461 1.53100 -2.86419 0.1 0.1 -0.2
```
Forces are in eV/Å.

HOMO level (alpha / beta) in hartree: -0.2052 / -0.2048
Total charge: 0
Multiplicity: 5
HOMO-LUMO gap (alpha / beta) in hartree: 0.1923 / 0.1927
Expectation value of S²: 6.02
Molecular weight in g/mol: 337.2

---

No. 3
# C16H25N5O5Tl

A structure of composition C16H25N5O5Tl at a distorted geometry (ωB97M-V/def2-TZVPD, the OMol25 dataset).

```
52
Properties=species:S:1:pos:R:3:forces:R:3
Tl 1.79022 -0.14004 -0.54322 -0.6 -0.3 0.0
H -0.42170 -2.46966 -0.20923 0.7 0.1 0.3
H 3.36655 4.46473 2.56013 0.1 -0.1 0.1
O -2.35173 -0.28057 -0.90797 0.4 0.4 -0.1
C -2.61661 -0.78352 2.59815 0.7 -0.1 0.2
N 1.11812 2.05929 1.85449 1.1 0.0 0.3
N 0.81283 -0.20269 -3.20002 -1.4 -0.9 -1.9
O -2.26122 2.06115 0.28320 1.2 0.6 -0.5
H -0.94323 -2.20965 -5.22535 0.1 0.2 0.0
H -0.02922 -0.80444 -5.83514 0.0 -0.1 0.2
H 1.56781 2.43636 -1.94161 0.3 -0.1 -0.2
H 1.56891 3.84209 0.95313 0.2 0.1 0.2
H -1.27979 -4.26633 3.72752 -0.2 0.3 -0.1
C -0.20971 -0.88542 -3.69780 2.9 1.1 0.6
C -0.74782 -2.29319 3.07053 -0.4 0.3 0.1
C 2.66362 2.49837 -1.89134 0.4 0.3 0.0
C -1.22885 -1.02219 2.70808 -0.8 -1.3 -0.6
C -1.65521 -3.28371 3.43403 0.1 0.2 0.0
C -0.09740 -1.54603 -5.02682 -0.2 -0.2 -0.5
C -2.70496 -1.36714 -3.42401 -0.3 0.1 -0.1
C 2.46195 1.43401 3.80371 -0.7 -0.2 -0.7
C 3.18428 2.61966 3.71388 -0.5 0.2 -0.3
C -3.03000 -3.00625 3.44363 -0.1 0.3 -0.2
C 2.86272 3.51331 2.67693 -0.2 -0.3 0.0
H 2.57707 0.68073 4.58818 0.2 0.4 -0.3
H -2.72688 -1.27826 -4.51457 0.1 0.1 0.2
H 2.45095 0.53178 -3.63522 -0.8 -0.8 -1.0
C 1.45587 1.19759 2.83410 0.8 1.1 -0.6
H -3.54371 -0.79749 -3.01995 0.2 -0.1 0.1
N 0.79060 -0.03194 2.87762 -2.9 -0.3 -0.2
H 2.99642 3.45466 -2.31170 -0.2 -0.2 0.1
H 2.97869 2.44799 -0.84239 0.0 0.1 -0.1
N -1.18469 -0.36621 -1.66700 -1.6 -0.8 -2.0
H -4.58826 -1.54919 3.02176 0.3 -0.1 -0.1
O 3.26928 1.39748 -2.60840 0.3 0.7 0.2
H 0.82000 -2.14218 -5.08339 -0.1 0.2 0.1
H -3.73509 -3.77934 3.76073 0.3 0.3 -0.1
H -2.86589 -2.42754 -3.19654 0.0 0.1 0.1
O 0.51353 -2.43854 0.08779 -0.4 -0.5 -0.4
H 0.88106 -3.32536 -0.07876 -0.3 0.4 0.1
H -2.25884 0.60404 -0.41877 -0.1 -1.1 -0.2
C 1.84553 3.18557 1.77742 -0.2 -0.3 0.4
O 1.80539 -0.04913 -4.16015 0.6 0.3 1.2
H -1.87549 2.53537 -0.49290 -0.5 -0.3 0.9
N -0.40217 0.05531 2.40043 2.1 0.4 1.3
H 4.08708 1.70325 -3.03399 -0.3 -0.1 0.3
C -3.51702 -1.75658 3.01942 0.3 -0.4 0.1
C -1.40452 -0.88551 -2.87477 0.2 0.9 3.1
H -1.53466 2.05770 0.94396 -0.3 -0.1 -0.2
H 3.95178 2.86847 4.44576 -0.2 -0.1 -0.2
H -2.93311 0.18234 2.21182 -0.1 -0.2 0.2
H 0.32758 -2.44314 3.04463 -0.2 -0.2 0.2
```
Forces are in eV/Å.

HOMO level in hartree: -0.4118
Total charge: +1
Multiplicity: 1
ΔE to the lowest compared entry with this formula, charge and spin in kJ/mol: 13.0
HOMO-LUMO gap in hartree: 0.2827
Molecular weight in g/mol: 571.8

---

No. 4
# C5H12O

A cluster of 2 separate species, C5H12O in total at a distorted geometry (ωB97M-V/def2-TZVPD, the OMol25 dataset).

```
18
Properties=species:S:1:pos:R:3:forces:R:3
H -0.54735 2.77572 0.00081 -0.2 0.0 0.2
H -0.87236 0.37771 -2.96347 0.6 0.8 0.3
H -2.20986 -0.09701 -2.07971 0.2 0.1 0.5
O 3.33373 -1.27737 6.18216 0.5 0.3 0.1
H 2.85605 -0.65964 5.59933 -0.1 -0.2 0.0
C -0.57414 -1.48561 -2.04409 -1.3 -0.5 0.4
H -1.57198 2.44767 -1.46250 0.0 0.6 0.3
C 0.00058 0.17480 0.25859 0.2 -1.1 0.5
H 0.60727 0.64062 1.03176 -0.6 0.6 -0.1
H 0.03206 -0.90162 0.39303 0.0 -0.1 -0.3
H 0.14051 2.64847 -1.59235 0.2 -0.5 -0.1
C -1.10642 -0.04541 -1.98699 -0.8 -1.1 0.4
H 0.50659 -1.52012 -1.93251 0.0 -0.2 -0.4
H -1.01193 -1.99396 -2.91863 0.8 0.3 -0.2
H 2.68645 -1.92959 6.46297 -0.4 -0.1 -0.1
H -0.99829 -2.12515 -1.25764 0.2 0.4 0.3
C -0.63784 0.73426 -0.75679 1.4 0.7 -1.1
C -0.63306 2.23625 -0.93398 -0.7 -0.1 -0.6
```
Forces are in eV/Å.

HOMO level (alpha / beta) in hartree: 0.0461 / -0.2372
Total charge: -1
Multiplicity: 2
ΔE to the lowest compared entry with this formula, charge and spin in kJ/mol: 52.4
HOMO-LUMO gap (alpha / beta) in hartree: 0.0781 / 0.3580
Expectation value of S²: 0.75
Molecular weight in g/mol: 88.1